An isolated ion of composition C4H12N2 and charge -1. Source: OMol25; level of theory: ωB97M-V with the def2-TZVPD basis set.

Properties
Gap between HOMO and LUMO (spin up / spin down) ... 0.0978 / 0.3308 Eh
⟨S²⟩ ... 0.7505
2S+1 ... 2
Energy above the lowest of the compared OMol25 structures with the same formula, charge and spin ... 200.6 kJ/mol
E_LUMO (spin up / spin down) ... 4.083 / 3.959 eV
Total charge ... -1

XYZ file:
```
18
Properties=species:S:1:pos:R:3:forces:R:3
N 1.030 1.181 0.273 -1.047 0.359 -0.837
C 1.578 -1.846 0.476 2.065 0.038 -0.660
C 0.224 -1.180 0.227 -2.265 -1.639 0.079
C -0.048 0.235 -0.304 2.473 2.755 0.809
C -1.526 0.849 0.007 2.970 -2.085 -3.135
N -1.811 1.861 -1.010 -3.050 0.141 -1.105
H 0.871 1.545 1.206 -0.024 -0.565 -0.061
H 1.979 0.839 0.158 -0.280 -0.174 0.224
H 1.534 -3.014 0.340 -0.039 2.056 0.127
H 2.395 -1.420 -0.236 -1.154 -0.968 1.139
H 1.926 -1.661 1.533 -0.148 -0.073 -0.977
H -0.242 -1.178 1.269 -0.114 -0.276 -1.378
H -0.288 -1.950 -0.476 0.036 1.259 1.211
H 0.136 0.435 -1.424 -0.732 -1.105 1.556
H -1.986 -0.146 -0.198 -0.984 0.972 -0.077
H -1.783 1.165 0.981 0.353 0.211 1.307
H -1.138 2.555 -1.462 -1.506 -1.957 1.274
H -2.851 1.732 -1.361 3.446 1.050 0.503
```
Positions in Å, forces in eV/Å.